No. 1
10
Properties=species:S:1:pos:R:3:forces:R:3 method="wB97M-V/def2-TZVPD" smiles="CP(S)C=O" gap_ev=9.34 total_charge=0 homo_energy_ev=-8.98
S -1.6814 -1.1444 0.3238 0.2 -0.5 0.9
P -0.3348 -0.0737 -0.8362 2.1 1.4 -0.6
O 2.4289 -0.7851 -0.3544 1.8 1.1 0.0
C 1.2949 -1.0619 -0.3944 -3.8 -0.2 -0.5
C 0.0685 1.3999 0.2790 -2.6 -3.6 2.5
H 0.8570 -2.0198 -0.1943 0.4 -1.8 0.4
H -1.0098 1.4436 0.6968 1.9 0.9 -0.3
H 0.4043 2.2593 -0.1790 0.6 1.7 -1.0
H 0.7259 1.0160 1.1147 -0.6 0.8 -0.9
H -2.7535 -1.0338 -0.4559 0.0 0.0 -0.4



No. 2
33
Properties=species:S:1:pos:R:3:forces:R:3 method="wB97M-V/def2-TZVPD" gap_ev="7.05 / 7.52" s_squared=6.0136 total_charge=-1 homo_energy_ev="-4.22 / -4.76" spin_multiplicity=5
Cr 1.2614 0.2584 -0.1218 0.3 0.2 1.4
S 2.9872 -1.3151 -0.8299 -0.1 -0.1 -0.7
F 0.4390 1.6426 -2.2527 -0.8 -0.1 -0.4
F -3.1637 -0.9492 -0.5636 -0.4 0.0 -0.5
F -4.2544 -1.0563 -3.1128 0.0 -0.4 0.1
F -0.6293 1.4462 -4.8315 -0.2 -0.3 0.6
O 4.1916 -1.7034 -1.5531 -0.9 0.5 0.8
O 1.9560 -0.5632 -1.7764 1.2 -1.3 1.0
O 3.2232 -0.1465 0.2111 -0.4 -1.5 -1.1
O 2.2828 -2.4423 -0.1515 0.8 1.5 -0.6
N 0.9216 0.2078 2.0827 -0.3 0.0 0.5
N -0.7204 0.4575 -0.1591 -0.3 0.0 -0.2
C -1.3571 0.3433 -1.3541 0.5 0.4 -0.4
C -0.5032 0.6422 2.2728 0.5 -0.5 -0.2
C -3.0598 -0.4750 -2.9084 0.6 0.9 -0.2
C -0.7188 0.9658 -2.4938 -0.2 -0.3 0.5
C 1.8164 1.1734 2.7518 -0.2 -0.4 -0.3
C -1.3895 0.1954 1.1123 -0.4 0.6 -0.6
C -1.2329 0.8539 -3.7659 -0.3 -0.7 0.1
C -2.3918 0.0839 -3.9940 0.1 0.4 0.0
C -2.5633 -0.3378 -1.6211 0.5 0.1 0.2
C 1.1893 -1.1295 2.7278 0.0 0.9 -0.6
H -2.2674 0.8577 1.1418 -0.2 -0.3 0.3
H 2.2430 -1.3629 2.5599 -0.2 -0.1 -0.1
H -2.7831 -0.0174 -5.0029 0.0 0.1 0.3
H -1.7440 -0.8338 1.2219 0.2 0.0 0.1
H -0.5155 1.7334 2.3491 0.1 -0.1 -0.1
H 0.5804 -1.9045 2.2717 0.0 0.0 -0.1
H 2.8478 0.8810 2.5828 0.1 0.0 -0.2
H 1.6219 1.1487 3.8210 0.0 0.2 0.4
H -0.8898 0.2356 3.2208 0.0 0.1 -0.1
H 1.6313 2.1678 2.3571 0.1 0.1 0.0
H 0.9909 -1.0578 3.8079 -0.1 0.0 -0.1



No. 3
7
Properties=species:S:1:pos:R:3:forces:R:3 method="wB97M-V/def2-TZVPD" smiles="C=[S@@H](=O)[O-]" gap_ev=7.31 total_charge=-1 homo_energy_ev=-3.15
S 1.3775 -0.0030 0.0548 -2.1 0.6 0.7
O 2.1448 -1.2335 -0.0666 -0.2 0.1 0.3
O 2.1071 1.2623 -0.0920 -0.3 -0.6 -0.2
C -0.0822 -0.0047 -1.0372 0.3 1.7 2.0
H 1.0395 0.1065 1.6252 0.4 -0.5 -2.4
H -0.9545 -0.7149 -0.7350 1.8 1.1 -0.1
H -0.3798 1.1419 -0.9260 0.2 -2.3 -0.2



In the order shown, the computed energy above the lowest of the compared OMol25 structures with the same formula, charge and spin values come out to 74.8, 0.0, 353.4 kJ/mol.